[1]
A structure of composition C6H10N2, computed with ωB97M-V/def2-TZVPD.

CARTESIAN COORDINATES (ANGSTROEM)
N -1.68 2.10 -0.08
C -1.76 -1.55 0.01
C -0.40 2.29 -0.08
N -2.28 -0.21 -0.12
H 0.89 -0.76 -1.27
H 1.86 -0.10 1.04
H 0.05 3.28 -0.24
H -0.71 -1.44 0.23
H -2.30 -2.04 0.85
C 0.90 0.40 1.31
H 0.22 -0.21 1.80
C 0.06 0.87 0.07
C 0.66 0.43 -1.24
H 1.29 1.17 1.99
H 1.61 0.89 -1.33
H -1.84 -2.13 -0.92
C -1.52 0.75 0.09
H 0.00 0.67 -2.09

## Properties
ΔE to the lowest compared entry with this formula, charge and spin (kcal/mol): 64.00
Orbital gap (Ha): 0.35940
Net charge: 0

Results of the Löwdin charge analysis, in e, for atoms 1 through 6:
1 N 0.156
2 C -0.110
3 C -0.051
4 N 0.068
5 H 0.136
6 H 0.088

---

[2]
A structure of composition C6H10N2, computed with ωB97M-V/def2-TZVPD.

CARTESIAN COORDINATES (ANGSTROEM)
C 0.56 1.54 -0.20
C 0.04 -0.30 0.85
C -1.90 -0.87 0.48
H -0.15 0.53 1.61
H -0.11 2.08 0.28
C -0.84 -0.16 -0.44
H -0.71 -1.69 2.14
H 1.33 -0.99 -1.60
H 1.34 2.27 -0.70
H 1.90 0.72 -1.91
C 1.31 0.39 0.10
H -2.67 -0.23 1.04
H 2.29 0.28 0.68
H -0.55 -1.12 -0.85
N -0.12 0.80 -1.21
N -0.63 -1.47 1.21
C 1.14 0.07 -1.42
H -2.22 -1.85 -0.08

## Properties
ΔE to the lowest compared entry with this formula, charge and spin (kcal/mol): 181.08
Orbital gap (Ha): 0.33993
Net charge: 0

Results of the Löwdin charge analysis, in e, for atoms 1 through 6:
1 C -0.239
2 C -0.298
3 C -0.072
4 H 0.143
5 H 0.081
6 C -0.238

---

[3]
A cluster of 2 separate species, C6H10N2 in total, computed with ωB97M-V/def2-TZVPD.

CARTESIAN COORDINATES (ANGSTROEM)
H -2.30 -1.57 0.78
H -1.04 -0.28 1.07
H -2.78 -0.08 1.57
H 2.63 0.16 1.74
C 0.66 1.28 -0.76
N -2.39 0.30 -0.40
H 1.39 2.26 0.87
C 2.07 0.17 0.78
C 1.13 -0.97 -1.07
N 0.44 0.08 -1.43
H -3.40 0.08 -0.63
C 2.04 -1.05 0.06
H 2.68 -1.87 0.27
C 1.40 1.31 0.37
H 0.36 2.24 -1.39
H -1.77 0.33 -1.10
H 0.99 -1.92 -1.47
C -2.12 -0.47 0.74

## Properties
Structure (SMILES): c1ccncc1.CN
ΔE to the lowest compared entry with this formula, charge and spin (kcal/mol): 42.71
Orbital gap (Ha): 0.34454
Net charge: 0

Results of the Löwdin charge analysis, in e, for atoms 1 through 6:
1 H 0.065
2 H 0.074
3 H 0.081
4 H 0.114
5 C -0.157
6 N -0.058